The following is a quantum chemistry calculation of 6 unconnected molecules or ions with the total composition C28H51BN2O18S, from the Open Molecules 2025 dataset.

Properties
Gap between HOMO and LUMO, eV: 8.2
HOMO level, eV: -8.2
LUMO level, eV: 0.04
E_tot, a.u.: -2984.5249

Each line ends with the Löwdin charge.
Geometry (Å):
C: -0.96 -3.97 -1.34  -0.101
C: 0.08 -2.86 -1.14  -0.247
C: 0.12 -1.78 -2.23  -0.208
C: -1.25 -1.16 -2.56  -0.221
N: -2.05 -0.75 -1.42  -0.072
N: -1.34 0.13 -0.53  -0.085
C: -2.11 1.32 -0.23  -0.205
C: -2.86 1.30 1.11  -0.627
S: -3.40 -0.38 1.66  0.791
O: -2.19 1.96 2.15  -0.164
C: -0.94 1.41 2.55  -0.222
C: -1.04 0.54 3.80  -0.072
B: 0.38 0.19 4.41  -0.642
O: 0.51 -0.32 5.69  0.136
O: 1.52 0.42 3.69  0.172
H: -1.66 -3.76 -2.16  0.058
H: -1.55 -4.14 -0.44  0.066
H: -0.48 -4.92 -1.58  0.064
H: 1.07 -3.31 -1.12  0.099
H: -0.06 -2.38 -0.17  0.093
H: 0.83 -1.01 -1.93  0.101
H: 0.53 -2.21 -3.15  0.099
H: -1.12 -0.31 -3.24  0.116
H: -1.85 -1.88 -3.11  0.104
H: -2.29 -1.57 -0.87  0.074
H: -0.46 0.40 -0.96  0.103
H: -2.83 1.51 -1.03  0.118
H: -1.40 2.15 -0.13  0.125
H: -3.80 1.85 0.98  0.086
H: -4.29 -0.57 0.68  -0.123
H: -0.29 2.26 2.75  0.131
H: -0.48 0.84 1.74  0.116
H: -1.63 1.05 4.57  0.118
H: -1.51 -0.42 3.56  0.076
H: -0.16 -0.98 5.91  0.108
H: 2.19 -0.27 3.81  0.115
C: -4.16 6.09 -1.61  -0.017
C: -3.18 4.96 -1.70  -0.327
C: -1.72 5.33 -1.54  -0.093
O: -1.06 4.31 -2.30  0.049
C: -1.93 3.87 -3.24  -0.574
O: -1.63 3.14 -4.14  0.161
O: -3.16 4.36 -3.02  0.085
H: -5.16 5.76 -1.87  0.091
H: -4.18 6.48 -0.59  0.094
H: -3.88 6.89 -2.30  0.089
H: -3.44 4.16 -0.99  0.148
H: -1.36 5.31 -0.51  0.137
H: -1.50 6.30 -2.00  0.137
C: -7.94 0.98 4.28  -0.020
C: -6.98 1.39 3.20  -0.324
C: -5.64 1.94 3.66  -0.094
O: -5.29 2.82 2.58  0.038
C: -6.44 3.23 1.99  -0.567
O: -6.50 4.09 1.17  0.158
O: -7.49 2.52 2.45  0.086
H: -8.91 0.73 3.85  0.088
H: -7.56 0.10 4.80  0.092
H: -8.08 1.79 5.00  0.090
H: -6.82 0.58 2.48  0.154
H: -4.87 1.18 3.77  0.108
H: -5.74 2.53 4.57  0.140
C: 2.36 1.27 7.82  -0.025
C: 1.63 0.81 9.05  -0.326
C: 1.31 1.88 10.07  -0.094
O: 1.29 1.13 11.30  0.060
C: 2.10 0.05 11.13  -0.567
O: 2.44 -0.67 12.01  0.168
O: 2.45 -0.07 9.83  0.085
H: 2.66 0.42 7.21  0.083
H: 1.70 1.90 7.21  0.092
H: 3.25 1.84 8.08  0.092
H: 0.73 0.26 8.78  0.155
H: 0.34 2.36 9.93  0.137
H: 2.09 2.64 10.13  0.138
C: 2.47 -4.36 -7.39  -0.015
C: 3.24 -4.21 -6.11  -0.322
C: 2.84 -5.13 -4.97  -0.078
O: 3.18 -4.35 -3.82  0.063
C: 3.15 -3.04 -4.17  -0.580
O: 3.22 -2.13 -3.41  0.151
O: 3.01 -2.92 -5.51  0.083
H: 2.73 -3.57 -8.09  0.088
H: 2.71 -5.32 -7.85  0.094
H: 1.40 -4.31 -7.21  0.090
H: 4.32 -4.29 -6.29  0.129
H: 3.38 -6.07 -4.95  0.141
H: 1.76 -5.31 -4.96  0.137
C: 8.69 -1.03 -7.32  -0.021
C: 7.49 -1.87 -6.97  -0.322
C: 7.19 -2.04 -5.50  -0.079
O: 6.56 -3.32 -5.46  0.050
C: 7.00 -4.04 -6.52  -0.577
O: 6.78 -5.20 -6.69  0.160
O: 7.71 -3.25 -7.36  0.088
H: 8.90 -1.08 -8.38  0.089
H: 8.49 0.01 -7.06  0.093
H: 9.57 -1.37 -6.77  0.091
H: 6.60 -1.52 -7.50  0.159
H: 6.51 -1.29 -5.09  0.143
H: 8.10 -2.08 -4.90  0.140

---

The following is a quantum chemistry calculation of 2 unconnected molecules or ions with the total composition C34H32N2O in a non-equilibrium geometry, from the Open Molecules 2025 dataset.

Properties
Gap between HOMO and LUMO, eV: 3.1
HOMO level, eV: -5.4
LUMO level, eV: -2.32
Energy above the lowest of the compared OMol25 structures with the same formula, charge and spin, kJ/mol: 14.4
E_tot, a.u.: -1499.4291

Each line ends with the Löwdin charge.
Geometry (Å):
C: 5.05 1.68 -1.04  -0.053
N: 4.85 2.31 0.27  -0.081
C: 4.94 3.73 0.30  -0.231
C: 4.27 4.46 -0.69  -0.019
C: 4.19 5.85 -0.60  -0.076
C: 4.90 6.53 0.41  -0.083
C: 5.64 5.80 1.34  -0.069
C: 5.65 4.40 1.31  -0.029
C: 4.03 1.66 1.19  -0.173
C: 3.94 2.10 2.53  0.021
C: 3.06 1.49 3.40  0.033
C: 2.13 0.50 2.96  -0.189
C: 1.21 -0.07 3.87  0.124
C: -0.11 -0.46 3.56  -0.176
C: -0.85 -1.26 4.48  0.029
C: -2.15 -1.65 4.22  0.019
C: -2.79 -1.24 3.04  -0.204
N: -4.11 -1.69 2.73  -0.138
C: -4.19 -2.67 1.64  -0.048
C: -5.18 -0.76 2.82  -0.247
C: -5.64 -0.06 1.70  -0.030
C: -6.62 0.93 1.85  -0.081
C: -7.22 1.14 3.10  -0.089
C: -6.83 0.36 4.20  -0.079
C: -5.79 -0.57 4.07  -0.012
C: -2.09 -0.43 2.12  0.011
C: -0.79 -0.05 2.37  0.007
C: 2.23 0.08 1.60  -0.014
C: 3.21 0.58 0.76  -0.006
H: 5.21 0.61 -0.90  0.092
H: 4.19 1.83 -1.71  0.085
H: 5.93 2.12 -1.51  0.104
H: 3.73 3.92 -1.48  0.110
H: 3.56 6.39 -1.31  0.106
H: 4.86 7.62 0.47  0.105
H: 6.21 6.31 2.12  0.109
H: 6.17 3.82 2.07  0.117
H: 4.54 2.94 2.87  0.101
H: 3.03 1.78 4.44  0.126
H: 1.53 -0.23 4.89  0.092
H: -0.36 -1.57 5.40  0.132
H: -2.71 -2.29 4.91  0.124
H: -5.21 -3.08 1.64  0.098
H: -3.97 -2.23 0.66  0.076
H: -3.47 -3.46 1.86  0.094
H: -5.20 -0.28 0.72  0.107
H: -6.91 1.53 0.98  0.104
H: -8.00 1.90 3.21  0.103
H: -7.32 0.48 5.17  0.105
H: -5.45 -1.19 4.91  0.116
H: -2.60 -0.12 1.21  0.120
H: -0.28 0.59 1.65  0.115
H: 1.54 -0.68 1.21  0.120
H: 3.29 0.21 -0.26  0.102
C: 3.93 2.56 10.62  -0.075
C: 3.93 1.65 9.42  -0.328
C: 5.08 0.91 9.09  -0.113
C: 5.12 0.15 7.91  -0.141
C: 4.02 0.09 7.07  -0.071
C: 2.77 0.77 7.38  -0.475
O: 1.75 0.69 6.65  -0.141
C: 2.81 1.57 8.60  -0.007
H: 2.93 3.00 10.74  0.063
H: 4.17 2.02 11.55  0.072
H: 4.65 3.38 10.52  0.075
H: 5.93 0.94 9.77  0.090
H: 6.03 -0.39 7.63  0.088
H: 4.05 -0.48 6.14  0.082
H: 1.92 2.15 8.85  0.097

---

The following is a quantum chemistry calculation of 3 unconnected molecules or ions with the total composition C8H17N2O2 in a non-equilibrium geometry, from the Open Molecules 2025 dataset.

Properties
Charge: +1
Gap between HOMO and LUMO, eV: 8.3
HOMO level, eV: -12.0
LUMO level, eV: -3.75
Energy above the lowest of the compared OMol25 structures with the same formula, charge and spin, kJ/mol: 370.7
E_tot, a.u.: -574.6318

Each line ends with the Löwdin charge.
Geometry (Å):
C: -0.73 2.04 -1.60  -0.211
C: -0.28 2.39 0.53  -0.279
C: 0.48 -3.90 -1.12  -0.025
C: -0.31 1.14 -0.35  -0.227
C: 0.79 -2.82 -1.69  -0.060
C: -0.20 1.98 -3.02  -0.019
C: 0.85 2.63 1.40  -0.011
C: -0.86 -4.69 -1.45  -0.003
N: 0.86 -1.73 -2.23  0.247
N: 0.94 0.13 5.26  0.004
O: -0.34 3.20 -0.71  -0.065
O: 0.05 0.00 -0.31  0.098
H: -1.81 1.95 -1.63  0.143
H: -1.32 2.44 0.84  0.167
H: 1.25 -4.57 -0.88  0.123
H: 0.76 2.53 -3.16  0.103
H: -0.88 2.34 -3.78  0.081
H: -0.01 0.92 -3.25  0.064
H: 1.81 2.23 0.97  0.121
H: 0.78 2.06 2.28  0.071
H: 0.88 3.67 1.71  0.103
H: -0.35 -5.50 -1.98  0.089
H: -1.63 -4.01 -1.90  0.103
H: -1.25 -5.13 -0.53  0.084
H: 0.68 -0.95 -1.57  0.095
H: 1.24 -1.59 -3.21  0.203
H: 1.57 -0.43 5.69  -0.054
H: 0.07 0.15 5.86  0.043
H: 1.38 1.04 5.14  0.013

---

The following is a quantum chemistry calculation of a molecular structure, C3H6ClFS in a non-equilibrium geometry, from the Open Molecules 2025 dataset.

Properties
Gap between HOMO and LUMO, eV: 9.0
HOMO level, eV: -8.6
LUMO level, eV: 0.39
Energy above the lowest of the compared OMol25 structures with the same formula, charge and spin, kJ/mol: 167.0
E_tot, a.u.: -1076.0830

Each line ends with the Löwdin charge.
Geometry (Å):
C: -2.07 -0.24 1.65  -0.675
C: 2.23 0.22 -1.25  -0.183
C: 0.75 0.29 -1.07  -0.665
H: -1.79 0.60 1.00  0.042
H: -1.90 -0.01 2.70  0.081
H: 2.72 1.02 -0.68  0.076
H: 2.49 0.38 -2.30  0.078
H: 2.63 -0.75 -0.92  0.064
H: 0.30 1.24 -1.38  0.048
F: -1.35 -1.34 1.30  -0.302
S: -0.20 -0.87 -0.48  0.863
Cl: -3.80 -0.54 1.43  0.574

---

The following is a quantum chemistry calculation of a molecular structure, C22H34NO3P3Y in a non-equilibrium geometry, from the Open Molecules 2025 dataset.

Properties
Charge: +1
Gap between HOMO and LUMO (spin up / spin down), eV: 7.1 / 7.1
HOMO level (spin up / spin down), eV: -10.0 / -10.0
LUMO level (spin up / spin down), eV: -2.87 / -2.87
Energy above the lowest of the compared OMol25 structures with the same formula, charge and spin, kJ/mol: 290.7
E_tot, a.u.: -2201.3207

Each line ends with the Löwdin charge.
Geometry (Å):
C: 0.12 -4.56 1.61  -0.043
C: -0.19 -3.67 0.59  -0.226
C: -1.40 -2.91 0.69  -0.189
C: -2.25 -3.03 1.86  -0.134
C: -1.88 -3.97 2.87  -0.014
C: -0.72 -4.73 2.73  -0.055
C: -3.35 -2.17 1.96  0.060
C: -3.64 -1.24 0.96  -0.137
C: -2.76 -1.19 -0.19  -0.197
C: -2.96 -0.21 -1.22  -0.229
C: -4.01 0.69 -1.09  -0.046
C: -4.90 0.64 0.00  -0.060
C: -4.72 -0.30 1.02  -0.013
H: 1.04 -5.16 1.52  0.118
H: -2.53 -4.08 3.73  0.116
H: -0.45 -5.47 3.48  0.107
H: -4.01 -2.24 2.82  0.130
H: -4.15 1.43 -1.88  0.116
H: -5.73 1.34 0.04  0.105
H: -5.39 -0.36 1.87  0.115
N: -1.69 -2.01 -0.27  0.125
Y: 1.03 0.57 0.34  0.753
C: 0.76 -3.42 -0.57  -0.275
H: 0.15 -3.14 -1.45  0.077
H: 1.39 -4.31 -0.77  0.102
C: -2.00 -0.16 -2.39  -0.273
H: -1.63 -1.19 -2.59  0.088
H: -2.44 0.34 -3.27  0.097
P: 1.84 -1.89 -0.29  0.773
P: -0.42 0.77 -1.94  0.794
C: -1.03 2.52 -2.01  -0.322
H: -0.15 3.19 -1.90  -0.043
H: -1.54 2.74 -2.97  0.059
H: -1.69 2.67 -1.13  0.051
C: 0.56 0.60 -3.51  -0.264
H: -0.02 0.99 -4.37  0.059
H: 1.50 1.19 -3.38  0.043
H: 0.84 -0.47 -3.64  0.033
C: 2.90 -2.53 1.10  -0.292
H: 3.35 -3.53 0.92  0.059
H: 3.68 -1.78 1.28  0.027
H: 2.27 -2.55 2.01  0.039
C: 2.99 -2.05 -1.72  -0.277
H: 3.75 -1.24 -1.62  0.043
H: 3.51 -3.03 -1.77  0.061
H: 2.44 -1.86 -2.67  0.027
H: -0.43 -0.27 1.17  -0.103
H: 2.06 0.19 1.88  -0.108
C: 1.14 5.48 -1.16  -0.081
O: 1.14 4.98 0.25  -0.317
P: 0.89 3.37 0.19  0.812
O: 2.44 2.65 0.01  -0.489
C: 3.71 3.23 0.68  -0.011
O: 0.61 2.77 1.70  -0.450
C: 1.50 2.90 2.90  -0.053
H: 0.10 5.52 -1.51  0.089
H: 1.71 4.82 -1.85  0.090
H: 1.61 6.47 -1.05  0.102
H: 4.50 3.43 -0.05  0.091
H: 3.46 4.13 1.21  0.070
H: 4.01 2.46 1.37  0.073
H: 2.01 3.86 2.96  0.088
H: 2.22 2.08 2.77  0.020
H: 0.86 2.72 3.75  0.094